The following is a quantum chemistry calculation of 6 unconnected molecules or ions with the total composition C47H87BrN6O4S, from the OMol25 dataset.

Element x y z (Å)
C1 0.775 -2.361 6.620
C2 1.160 -2.721 5.188
C3 0.045 -3.447 4.443
C4 0.437 -3.974 3.051
C5 -0.551 -3.621 1.926
C6 -0.152 -2.414 1.072
C7 0.211 -1.158 1.864
C8 -0.981 -0.484 2.571
C9 -1.178 0.996 2.221
C10 -2.040 1.248 0.970
C11 -1.229 1.377 -0.324
C12 -0.584 2.764 -0.502
C13 0.953 2.738 -0.447
C14 1.470 2.078 -1.740
N1 0.976 2.667 -2.998
C15 0.022 1.790 -3.675
C16 1.972 3.244 -3.842
C17 2.347 2.549 -5.133
O1 2.496 4.288 -3.529
O2 2.905 2.015 -1.871
S1 3.841 1.556 -0.639
O3 3.178 0.505 0.101
O4 3.695 2.884 0.264
C18 3.079 4.086 -0.231
C19 1.566 4.100 -0.011
C20 0.987 5.238 -0.873
C21 1.669 6.605 -0.676
C22 2.606 6.940 -1.820
Br1 3.255 8.767 -1.678
C23 1.176 4.373 1.483
C24 2.231 4.336 2.596
C25 2.610 2.922 3.074
C26 4.071 2.735 3.483
C27 4.609 3.786 4.460
H1 0.792 -3.237 7.271
H2 -0.240 -1.953 6.651
H3 1.439 -1.606 7.042
H4 1.422 -1.804 4.650
H5 2.059 -3.346 5.192
H6 -0.289 -4.283 5.067
H7 -0.817 -2.777 4.361
H8 1.432 -3.596 2.792
H9 0.515 -5.061 3.096
H10 -1.537 -3.438 2.365
H11 -0.678 -4.491 1.278
H12 -1.005 -2.154 0.431
H13 0.680 -2.686 0.416
H14 0.669 -0.448 1.168
H15 0.986 -1.392 2.598
H16 -1.899 -1.028 2.319
H17 -0.861 -0.571 3.654
H18 -0.189 1.452 2.088
H19 -1.630 1.512 3.071
H20 -2.629 2.159 1.119
H21 -2.767 0.438 0.860
H22 -1.868 1.132 -1.176
H23 -0.435 0.623 -0.291
H24 -0.922 3.235 -1.427
H25 -0.931 3.403 0.313
H26 1.208 2.023 0.344
H27 1.134 1.036 -1.721
H28 -0.870 1.696 -3.062
H29 -0.292 2.264 -4.606
H30 0.413 0.794 -3.915
H31 1.929 3.100 -5.978
H32 3.431 2.611 -5.212
H33 2.029 1.512 -5.194
H34 3.315 4.212 -1.287
H35 3.568 4.886 0.324
H36 -0.066 5.349 -0.609
H37 1.047 4.947 -1.921
H38 0.914 7.392 -0.618
H39 2.213 6.643 0.272
H40 2.114 6.860 -2.786
H41 3.493 6.312 -1.846
H42 0.696 5.355 1.518
H43 0.401 3.661 1.781
H44 3.123 4.915 2.339
H45 1.783 4.872 3.437
H46 1.972 2.656 3.924
H47 2.378 2.204 2.284
H48 4.698 2.695 2.589
H49 4.165 1.756 3.960
H50 5.694 3.869 4.391
H51 4.207 4.782 4.266
H52 4.367 3.528 5.493
C28 -1.735 -9.492 -0.392
C29 -1.015 -8.233 -0.844
C30 -0.049 -7.700 0.222
C31 -0.762 -7.342 1.449
N2 -1.323 -7.039 2.402
H53 -2.339 -9.301 0.496
H54 -2.403 -9.862 -1.167
H55 -1.017 -10.281 -0.150
H56 -1.739 -7.456 -1.083
H57 -0.446 -8.434 -1.754
H58 0.467 -6.806 -0.133
H59 0.712 -8.441 0.475
C32 -2.337 6.760 -2.663
C33 -1.335 6.163 -3.642
C34 -1.982 5.227 -4.670
C35 -2.642 4.087 -4.030
N3 -3.136 3.188 -3.519
H60 -2.825 5.980 -2.076
H61 -1.840 7.439 -1.970
H62 -3.112 7.324 -3.186
H63 -0.571 5.606 -3.101
H64 -0.823 6.957 -4.189
H65 -1.225 4.833 -5.351
H66 -2.723 5.756 -5.272
C36 -5.114 -6.063 1.838
C37 -5.806 -5.435 0.635
C38 -6.226 -6.465 -0.421
C39 -5.079 -7.194 -0.957
N4 -4.151 -7.748 -1.340
H67 -4.185 -6.559 1.554
H68 -4.863 -5.306 2.580
H69 -5.759 -6.802 2.318
H70 -5.148 -4.697 0.171
H71 -6.706 -4.905 0.951
H72 -6.737 -5.991 -1.259
H73 -6.923 -7.194 -0.003
C40 -5.871 -10.706 -2.605
C41 -6.826 -10.678 -3.790
C42 -7.210 -9.255 -4.217
C43 -7.882 -8.517 -3.147
N5 -8.390 -7.938 -2.298
H74 -6.325 -10.259 -1.720
H75 -5.598 -11.732 -2.357
H76 -4.955 -10.153 -2.817
H77 -7.736 -11.234 -3.554
H78 -6.370 -11.169 -4.652
H79 -7.877 -9.275 -5.080
H80 -6.320 -8.689 -4.499
C44 8.017 8.358 0.092
C45 7.500 7.181 -0.724
C46 6.250 6.542 -0.108
C47 6.497 6.012 1.233
N6 6.702 5.606 2.286
H81 8.316 8.042 1.092
H82 8.883 8.811 -0.390
H83 7.249 9.128 0.196
H84 8.278 6.421 -0.823
H85 7.242 7.509 -1.732
H86 5.890 5.720 -0.732
H87 5.450 7.282 -0.039

Atomic forces in eV per Å
C -0.1 0.0 0.0
C 0.0 0.1 0.0
C 0.0 0.0 0.1
C 0.0 0.0 -0.1
C 0.0 0.0 0.1
C -0.2 0.1 0.2
C 0.0 0.1 -0.1
C 0.0 -0.1 0.0
C 0.0 0.1 0.0
C 0.1 0.0 0.0
C 0.0 -0.1 0.1
C 0.1 0.0 0.1
C 0.1 -0.1 0.1
C -0.2 0.4 0.2
N 0.5 -0.6 -0.5
C -0.1 0.2 -0.2
C -0.4 0.2 0.3
C -0.1 0.2 0.0
O 0.2 -0.2 0.0
O 0.0 -0.1 -0.1
S 0.2 -0.2 0.0
O -0.1 0.1 -0.1
O 0.0 0.1 0.2
C 0.1 0.0 0.0
C -0.1 0.0 0.0
C 0.0 0.0 0.1
C -0.1 0.1 0.0
C 0.0 -0.2 0.0
Br 0.1 0.1 0.0
C 0.0 0.0 0.1
C 0.0 0.0 0.1
C -0.1 -0.1 0.0
C 0.1 0.0 0.2
C 0.0 0.0 0.1
H 0.0 0.0 0.0
H 0.0 0.0 0.0
H 0.1 -0.1 0.0
H 0.0 -0.1 0.0
H 0.0 0.0 0.0
H -0.1 0.0 0.0
H 0.0 0.0 0.0
H 0.0 0.0 0.0
H 0.1 0.0 0.0
H 0.0 -0.1 0.0
H 0.0 0.1 -0.1
H 0.1 -0.1 -0.2
H 0.0 0.0 0.0
H 0.1 0.0 0.1
H 0.0 0.0 -0.1
H 0.0 0.0 0.1
H 0.0 0.0 0.0
H -0.1 0.1 0.1
H 0.0 -0.1 0.0
H 0.0 0.0 -0.1
H 0.0 0.0 0.1
H 0.0 0.1 0.0
H -0.1 -0.1 -0.1
H 0.0 0.0 0.0
H -0.1 0.0 -0.1
H 0.1 0.0 0.0
H -0.1 0.1 0.0
H 0.0 -0.1 0.0
H 0.0 0.0 0.0
H 0.0 0.0 0.2
H 0.0 0.0 0.0
H 0.0 0.0 0.0
H 0.0 0.0 0.0
H -0.1 -0.1 0.0
H 0.0 0.0 0.0
H 0.0 -0.1 -0.1
H -0.1 0.1 0.1
H 0.0 0.0 0.0
H 0.0 0.1 0.0
H 0.0 0.1 0.0
H 0.0 0.0 0.0
H 0.0 0.0 0.0
H 0.0 0.1 -0.1
H 0.0 -0.1 -0.1
H 0.1 0.1 0.0
H -0.1 0.0 0.0
H 0.1 -0.1 0.1
H 0.0 0.2 0.0
H 0.0 -0.1 -0.1
H 0.0 0.0 0.0
H 0.0 0.0 0.0
H -0.1 0.0 0.0
C 0.1 -0.1 0.0
C 0.1 0.0 0.0
C -0.1 0.0 -0.1
C 0.2 0.0 -0.1
N -0.2 0.0 0.2
H 0.0 0.0 0.0
H 0.0 0.0 0.0
H 0.0 0.0 0.0
H 0.0 0.0 0.0
H 0.1 0.0 0.0
H 0.0 0.0 0.0
H 0.0 0.0 0.0
C 0.0 0.0 0.0
C 0.0 0.0 0.0
C 0.0 0.0 0.0
C 0.1 0.2 -0.2
N -0.1 -0.2 0.2
H 0.0 0.0 0.0
H 0.0 0.0 0.0
H 0.0 0.0 0.0
H 0.0 0.0 0.0
H 0.0 0.0 0.0
H 0.0 0.0 0.0
H 0.0 0.0 0.0
C 0.0 0.0 0.0
C 0.1 0.0 0.0
C 0.0 0.1 0.0
C -0.1 0.1 0.2
N 0.0 -0.1 -0.2
H 0.0 0.0 0.0
H 0.0 0.0 0.0
H 0.0 0.0 0.0
H 0.0 0.0 0.0
H 0.0 0.0 0.0
H 0.0 0.0 0.0
H 0.0 0.0 0.0
C 0.0 0.0 0.0
C 0.0 0.0 0.0
C 0.0 -0.1 0.0
C 0.2 -0.1 -0.1
N -0.1 0.1 0.2
H 0.0 0.0 0.0
H 0.0 0.0 0.0
H 0.0 0.0 0.0
H 0.0 0.0 0.0
H 0.0 0.0 0.0
H 0.0 0.0 0.0
H 0.0 0.0 0.0
C 0.0 0.0 0.0
C 0.0 0.0 0.0
C 0.0 0.0 -0.1
C -0.1 0.1 -0.2
N 0.1 -0.1 0.2
H 0.0 0.0 0.0
H 0.0 0.0 0.0
H 0.0 0.0 0.0
H 0.0 0.0 0.0
H 0.0 0.0 0.0
H 0.0 0.0 0.0
H -0.1 0.0 0.0

Its total charge is 0. The largest force on an atom comes out at 0.916 eV/Å. The calculation puts the orbital gap at 10.06 eV. For the HOMO energy, the calculation gives -9.7 eV. As for the total energy: -148158.143 eV.